Entry 1:
{
  "formula": "C31H28N5P2RuSe5Te2",
  "method": "wB97M-V/def2-TZVPD",
  "total_energy_ev": -402529.8402,
  "spin_multiplicity": 2,
  "lumo_energy_ev": [-1.991, -1.845],
  "elements": ["Ru", "Se", "Te", "Te", "Se", "Se", "P", "C", "C", "C", "C", "C", "C", "C", "C", "C", "C", "C", "C", "C", "C", "N", "N", "N", "P", "Se", "C", "C", "C", "C", "C", "C", "C", "C", "C", "C", "C", "C", "H", "H", "H", "H", "H", "H", "H", "H", "H", "H", "H", "H", "H", "H", "H", "H", "H", "H", "H", "H", "C", "N", "C", "C", "N", "C", "C", "Se", "H", "H", "H", "H", "H", "H", "H", "H"],
  "coordinates": [[-1.71989, 0.82202, 3.26114], [-1.95711, 4.62970, 4.96000], [-3.27636, 2.89079, 3.89545], [-3.24414, 0.53880, 5.35924], [-1.19856, -0.87970, 4.98875], [-1.25378, -4.35073, -1.85273], [0.12998, -3.06384, -0.92627], [1.46996, -3.90086, -0.02622], [2.21245, -3.25024, 0.95438], [3.23288, -3.92506, 1.59590], [3.51755, -5.23998, 1.26323], [2.78647, -5.87903, 0.27723], [1.76569, -5.21108, -0.37108], [1.02282, -1.96514, -2.07971], [1.86288, -0.96313, -1.61008], [2.59708, -0.21007, -2.50720], [2.49305, -0.44932, -3.86735], [1.65638, -1.44832, -4.33487], [0.92851, -2.21132, -3.44150], [-0.64154, -2.07067, 0.33334], [-1.42508, -0.91478, 0.42000], [-1.79739, -0.84018, 1.71761], [-1.27528, -1.86027, 2.35519], [-0.59298, -2.61409, 1.55931], [-2.15911, 0.30020, -0.65984], [-3.11793, 1.71793, 0.58795], [-3.21365, -0.62667, -1.80437], [-2.61669, -1.32476, -2.84837], [-3.39866, -2.09002, -3.69257], [-4.76653, -2.17231, -3.48318], [-5.35798, -1.47374, -2.44316], [-4.58490, -0.69199, -1.60347], [-0.90535, 1.15768, -1.64822], [-1.16915, 1.52664, -2.96138], [-0.26847, 2.32843, -3.63771], [0.86710, 2.79728, -3.00026], [1.10878, 2.46269, -1.67751], [0.22695, 1.63915, -1.00649], [1.98011, -2.23412, 1.24115], [3.80349, -3.42782, 2.36791], [4.30465, -5.77236, 1.77777], [3.00026, -6.90409, 0.01749], [1.17656, -5.70534, -1.13178], [1.94507, -0.77901, -0.54878], [3.25897, 0.56123, -2.14287], [3.05973, 0.14938, -4.56548], [1.58084, -1.64492, -5.39269], [0.28540, -3.00806, -3.78911], [-1.54555, -1.26722, -2.99377], [-2.93382, -2.63979, -4.49703], [-5.37362, -2.77990, -4.13787], [-6.42370, -1.53840, -2.28450], [-5.04155, -0.13622, -0.79571], [-2.07353, 1.19270, -3.44997], [-0.46944, 2.59589, -4.66327], [1.55671, 3.43606, -3.53120], [1.97831, 2.84866, -1.16488], [0.41512, 1.37231, 0.02673], [2.18126, 2.56606, 5.38138], [1.66772, 3.52824, 4.44678], [1.75096, 4.88121, 4.56209], [1.10070, 5.42304, 3.50217], [0.62839, 4.39608, 2.74379], [-0.20022, 4.52589, 1.58177], [0.96138, 3.23875, 3.34094], [0.63230, 1.52144, 2.70677], [3.02213, 2.99497, 5.92092], [2.51080, 1.67475, 4.84443], [1.40320, 2.28373, 6.09485], [2.24513, 5.34665, 5.38658], [0.92251, 6.44569, 3.24540], [0.10331, 5.39640, 1.00538], [-1.24812, 4.64444, 1.88217], [-0.10347, 3.62968, 0.96729]],
  "mulliken_charge": [0.78, -0.53, 0.14, 0.08, -0.25, -0.34, 0.50, 0.72, 0.02, -0.89, -0.51, -0.62, -0.65, 0.79, 0.06, -0.71, -0.67, -0.72, -0.51, 0.37, 0.58, -0.17, -0.93, -0.24, 0.95, -0.57, 0.47, -0.06, -0.83, -0.59, -0.62, -0.81, 0.32, -0.18, -0.90, -0.57, -0.70, -0.26, 0.23, 0.43, 0.38, 0.40, 0.31, 0.12, 0.44, 0.43, 0.44, 0.37, 0.43, 0.47, 0.40, 0.41, 0.38, 0.53, 0.45, 0.44, 0.57, -0.02, -0.89, 0.26, -0.42, -0.55, 0.46, -0.50, -0.03, -0.28, 0.34, 0.31, 0.29, 0.45, 0.46, 0.37, 0.19, -0.04]
}

***

Entry 2:
{
  "formula": "C13H18CaClFMg2NO12PS",
  "method": "wB97M-V/def2-TZVPD",
  "charge": 2,
  "total_energy_ev": -104498.9213,
  "spin_multiplicity": 1,
  "lumo_energy_ev": -9.500,
  "elements": ["C", "C", "O", "N", "O", "S", "O", "O", "P", "O", "O", "C", "C", "O", "H", "H", "H", "H", "H", "H", "H", "H", "C", "C", "C", "O", "C", "C", "C", "O", "O", "O", "H", "H", "C", "C", "C", "O", "H", "H", "H", "H", "H", "H", "H", "H", "Mg", "Cl", "Ca", "F", "Mg"],
  "coordinates": [[-1.23849, 6.62309, 1.22271], [-1.29044, 5.90418, -0.07654], [-2.29064, 5.63573, -0.69853], [-0.03882, 5.53969, -0.62614], [-0.16565, 4.60768, -1.69587], [-0.83615, 3.26005, -1.16449], [-1.70867, 2.73346, -2.22436], [0.39039, 2.22726, -1.16704], [0.44168, 1.10736, 0.24217], [-1.04676, 1.30033, 1.16887], [1.60509, 1.39908, 1.23100], [1.07427, 5.15944, 0.28196], [2.37524, 5.82713, 0.04337], [0.83455, 4.34966, 1.14640], [-1.16617, 5.89707, 2.03307], [-2.12374, 7.24436, 1.30528], [-0.34762, 7.25030, 1.29191], [-0.87489, 1.66176, 2.05800], [1.49562, 1.01766, 2.13353], [2.31029, 6.53688, -0.77621], [2.62307, 6.37279, 0.95815], [3.14577, 5.08092, -0.13920], [0.82370, -3.35074, -3.03892], [-0.34848, -4.03206, -3.48851], [-1.62084, -3.73270, -2.75905], [-2.68968, -4.33978, -3.14773], [-1.59744, -2.86388, -1.67768], [-0.44731, -2.16513, -1.21175], [0.88157, -2.36174, -1.97978], [1.87458, -1.74356, -1.67696], [-0.40011, -1.41669, -0.22378], [-0.30874, -4.81864, -4.43970], [1.78177, -3.63372, -3.46045], [-2.53484, -2.75939, -1.13466], [1.64612, -3.99968, 2.14944], [0.49558, -3.62923, 3.06530], [-0.70828, -4.53462, 2.87149], [0.09610, -2.26167, 2.82750], [1.34164, -3.91823, 1.10097], [2.48991, -3.32763, 2.30354], [1.97763, -5.02060, 2.33279], [0.82443, -3.66540, 4.10098], [-1.07786, -4.46824, 1.84293], [-1.52008, -4.24411, 3.53704], [-0.44417, -5.57188, 3.07454], [-0.19109, -2.17512, 1.91032], [1.54333, -2.96187, -5.23928], [0.96404, -0.73627, 4.52265], [-2.24653, 1.02079, -0.71813], [0.25497, -6.44317, -3.67161], [-4.02789, -3.58090, -4.31959]],
  "mulliken_charge": [-1.19, 0.70, -0.54, 0.22, -0.09, 0.85, -0.78, -0.23, 0.44, -0.59, -0.26, 0.58, -1.21, -0.48, 0.29, 0.36, 0.37, 0.28, 0.25, 0.36, 0.35, 0.34, -0.51, 0.27, 0.68, -1.07, -0.61, -0.03, 0.49, -0.50, -0.22, -0.56, 1.02, 0.60, -1.09, 0.44, -1.21, -0.31, 0.10, 0.28, 0.44, 0.35, 0.21, 0.33, 0.41, 0.17, 0.81, -0.34, 1.52, -0.49, 0.79]
}

***

Entry 3:
{
  "formula": "C57H47N3O2PdS4Te",
  "method": "wB97M-V/def2-TZVPD",
  "charge": 2,
  "total_energy_ev": -122536.0294,
  "spin_multiplicity": 5,
  "lumo_energy_ev": [-4.077, -7.123],
  "elements": ["Pd", "N", "C", "C", "C", "C", "C", "C", "C", "C", "C", "C", "C", "C", "H", "H", "H", "H", "H", "H", "H", "H", "H", "H", "C", "C", "C", "C", "C", "C", "C", "S", "O", "C", "C", "C", "C", "C", "C", "C", "C", "C", "C", "C", "C", "C", "C", "C", "C", "C", "C", "C", "C", "S", "O", "C", "C", "C", "C", "C", "C", "C", "H", "H", "H", "H", "H", "H", "H", "H", "H", "H", "H", "H", "H", "H", "H", "H", "H", "H", "H", "H", "H", "H", "H", "H", "H", "H", "N", "C", "S", "N", "C", "C", "C", "C", "C", "C", "H", "H", "H", "H", "H", "H", "H", "H", "Te", "C", "C", "C", "C", "S", "H", "H", "H"],
  "coordinates": [[1.07310, -0.22176, -0.21907], [-0.42193, -2.14251, 1.50748], [0.21436, -2.93784, 2.48435], [-0.54661, -3.87342, 3.18010], [0.03440, -4.70222, 4.12325], [1.39461, -4.60820, 4.38493], [2.15410, -3.68962, 3.68611], [1.59287, -2.84422, 2.72436], [2.50650, -1.90302, 2.01143], [3.79800, -2.31573, 1.66895], [4.72566, -1.44556, 1.09425], [4.41020, -0.12046, 0.85318], [3.12645, 0.34473, 1.16027], [2.22119, -0.57208, 1.68196], [-0.02218, -1.21745, 1.46065], [-1.42038, -2.06209, 1.64447], [-1.61101, -3.94133, 2.97694], [-0.57836, -5.41161, 4.66528], [1.85798, -5.24538, 5.12540], [3.20987, -3.59770, 3.91081], [4.07496, -3.34706, 1.85258], [5.71771, -1.81060, 0.85980], [5.15370, 0.56589, 0.46871], [2.89087, 1.39931, 1.08689], [-6.15685, -1.75014, 1.76059], [-4.81299, -1.11176, 1.98490], [-4.15998, -1.25153, 3.20997], [-2.96277, -0.59913, 3.45997], [-2.41126, 0.20345, 2.47159], [-3.01388, 0.32869, 1.22829], [-4.20624, -0.33802, 0.99143], [-0.95860, 1.15654, 2.86112], [-0.13254, 1.13771, 1.59165], [-1.79505, 2.76008, 2.93649], [-2.86495, 2.73958, 3.87413], [-3.71456, 3.79069, 3.98025], [-3.58001, 4.90415, 3.11253], [-4.50477, 5.97651, 3.14067], [-4.33704, 7.06036, 2.33124], [-3.23566, 7.11607, 1.44811], [-2.33015, 6.09624, 1.40188], [-2.47233, 4.95880, 2.24129], [-1.50865, 3.88857, 2.21027], [-0.17374, 4.27315, 1.62594], [0.57398, 5.21403, 2.42610], [0.18940, 5.54822, 3.75354], [0.90310, 6.45156, 4.48449], [2.02987, 7.09797, 3.92961], [2.44612, 6.77237, 2.67321], [1.74896, 5.80600, 1.90755], [2.22305, 5.41832, 0.62609], [1.56239, 4.47854, -0.08885], [0.35319, 3.92704, 0.41646], [-0.33877, 2.65309, -0.59377], [0.95055, 1.84982, -0.91082], [-0.71072, 3.56438, -2.06503], [-0.10696, 3.23816, -3.26436], [-0.53868, 3.87024, -4.42756], [-1.56768, 4.80664, -4.40036], [-2.04828, 5.47881, -5.65902], [-2.15851, 5.10860, -3.17098], [-1.74669, 4.49016, -2.00709], [-6.16660, -2.78813, 2.09382], [-6.44343, -1.71780, 0.71123], [-6.92089, -1.22004, 2.33237], [-4.60145, -1.87031, 3.98355], [-2.46221, -0.72215, 4.41554], [-2.55363, 0.94063, 0.45573], [-4.68312, -0.24111, 0.02245], [-2.99224, 1.87890, 4.51932], [-4.50493, 3.78403, 4.72126], [-5.34922, 5.91640, 3.81680], [-5.04460, 7.87856, 2.36186], [-3.11168, 7.97538, 0.80138], [-1.50072, 6.14911, 0.70666], [-0.67276, 5.07425, 4.20471], [0.60151, 6.67712, 5.49982], [2.56364, 7.84248, 4.50591], [3.31916, 7.24482, 2.23868], [3.12620, 5.87287, 0.23663], [1.93027, 4.15172, -1.05276], [0.67930, 2.49493, -3.28637], [-0.06944, 3.61906, -5.37305], [-1.49828, 5.12625, -6.53029], [-1.91951, 6.56089, -5.59611], [-3.11022, 5.28881, -5.82217], [-2.95535, 5.84265, -3.12620], [-2.22150, 4.73599, -1.06153], [-0.72786, -3.11740, -1.32460], [-0.84753, -2.13830, -2.21922], [-0.93815, -0.50149, -1.68881], [-0.87398, -2.46987, -3.51190], [-0.80767, -1.59995, -4.65506], [-1.62056, -0.48490, -4.77747], [-1.52477, 0.29670, -5.92093], [-0.63264, -0.03452, -6.93102], [0.16780, -1.16345, -6.80256], [0.08041, -1.94867, -5.66345], [-0.72379, -2.87853, -0.33986], [-0.72379, -4.08824, -1.59522], [-0.75864, -3.45036, -3.72925], [-2.33533, -0.23542, -4.00743], [-2.17010, 1.16026, -6.02436], [-0.57956, 0.56877, -7.82882], [0.85984, -1.43694, -7.58890], [0.70101, -2.83325, -5.55820], [2.64009, -1.82853, -1.70649], [3.04789, -0.87904, -3.44631], [3.88149, -1.35284, -4.44506], [3.98805, -0.45381, -5.52321], [3.24001, 0.67989, -5.32645], [2.40911, 0.66204, -3.84602], [4.39229, -2.30556, -4.39116], [4.59234, -0.62915, -6.40162], [3.14327, 1.52650, -5.99191]],
  "mulliken_charge": [1.92, 0.16, 0.50, -0.66, -0.65, -0.92, -0.89, 0.40, 1.03, -0.82, -0.98, -0.93, 0.15, -0.21, -0.68, 0.20, 0.45, 0.42, 0.42, 0.55, 0.65, 0.44, 0.48, 0.53, -1.59, 1.04, -0.76, -0.42, 0.17, -0.02, -1.12, -0.19, 0.63, 0.76, -1.48, -1.29, 1.12, -1.06, -0.65, -1.07, -1.03, 1.43, 0.02, -0.64, 1.50, -0.72, -0.85, -0.75, -1.03, 0.95, -1.14, -1.19, 1.02, 1.12, -0.57, 0.08, -0.49, -0.67, 0.98, -1.62, -0.97, -0.52, 0.39, 0.40, 0.31, 0.47, 0.56, 0.41, 0.41, 0.54, 0.48, 0.47, 0.43, 0.48, 0.50, 0.27, 0.47, 0.42, 0.46, 0.44, 0.50, 0.01, 0.36, 0.35, 0.38, 0.37, 0.47, 0.48, -0.03, -0.18, -0.07, -0.13, 0.20, -0.25, -0.72, -0.61, -0.61, -0.36, 0.13, 0.23, 0.32, 0.64, 0.48, 0.45, 0.44, 0.35, 0.53, 0.19, -0.64, -0.60, -0.79, 0.29, 0.44, 0.46, 0.46]
}